[1]
Computed, not measured: the molecule C3H6N2 in a non-equilibrium geometry, with ωB97M-V with the def2-TZVPD basis set.

Geometry as ORCA input:
```
! RIJCOSX wB97M-V def2-TZVPD def2/J DEFGRID3
* xyz 0 1
C -1.35922 0.20783 0.00091
N -1.13028 -1.02830 0.01793
C 0.35554 -1.10496 -0.04704
C 0.90250 0.34695 0.03696
N -0.31876 1.08437 -0.06892
H -2.35286 0.55911 0.08688
H 0.77009 -1.72148 0.81571
H 0.64455 -1.54671 -1.05197
H 1.37407 0.56354 1.02908
H 1.60490 0.57281 -0.75443
H -0.49052 2.06686 -0.06510
*
```

The orbital gap comes out at 9.5 eV. The LUMO energy is 1.028 eV. The HOMO energy is -8.5 eV. As for the largest force on an atom: 1.542 eV/Å. As for the structure (SMILES): C1=NCCN1. As for the relative energy (zero: lowest compared OMol25 entry of this formula, charge and spin): 72.07 kJ/mol.

These are the natural (NBO) partial charges, in e, on atoms 1 to 5: atom 1 (C): 0.25, atom 2 (N): -0.48, atom 3 (C): -0.26, atom 4 (C): -0.24, atom 5 (N): -0.63


[2]
Computed, not measured: a cluster of 2 separate species, C3H6N2 in total in a non-equilibrium geometry, with ωB97M-V with the def2-TZVPD basis set.

Geometry as ORCA input:
```
! RIJCOSX wB97M-V def2-TZVPD def2/J DEFGRID3
* xyz 0 3
C 1.26299 -0.17371 -1.19009
C -1.50291 0.43198 1.55670
C 1.07755 -1.26881 -0.52740
N 1.51083 0.73450 -1.95628
N -1.33486 0.08380 0.36865
H 1.30130 1.69952 -1.73892
H -1.43292 1.44858 1.95411
H -1.73826 -0.34189 2.27719
H 0.15546 -1.80958 -0.60833
H 1.82203 -1.63861 0.15210
H -1.12122 0.83422 -0.28775
*
```

Its expectation value of S² is 2.006. The orbital gap (alpha / beta) comes out at 6.3 / 6.6 eV. The LUMO energy (alpha / beta) is 0.829 / -2.457 eV. The HOMO energy (alpha / beta) is -5.5 / -9.0 eV. As for the largest force on an atom: 6.457 eV/Å. As for the relative energy (zero: lowest compared OMol25 entry of this formula, charge and spin): 186.50 kJ/mol.

These are the natural (NBO) partial charges, in e, on atoms 1 to 5: atom 1 (C): 0.43, atom 2 (C): -0.49, atom 3 (C): -0.64, atom 4 (N): -0.64, atom 5 (N): -0.35


> Which value of relative energy (zero: lowest compared OMol25 entry of this formula, charge and spin) does entry 2 give?

186.50 kJ/mol


> Among the records above, which one has the lowest relative energy (zero: lowest compared OMol25 entry of this formula, charge and spin)?

number 1


> The highest relative energy (zero: lowest compared OMol25 entry of this formula, charge and spin) belongs to which entry?

number 2